Here is a molecular structure, C27H76Li2N6O15 in a non-equilibrium geometry from OMol25. Energies are from ωB97M-V with the def2-TZVPD basis set.

Geometry as XYZ:
```
126
Properties=species:S:1:pos:R:3:forces:R:3
Li -1.235858 -3.443991 -0.758934 -0.33 0.99 -0.55
Li 2.246358 1.842870 -0.144714 -0.66 0.30 -0.13
O -1.290707 -0.009124 -1.053224 -0.58 0.74 -0.92
C -2.198975 0.578037 -2.040187 1.33 -1.77 0.81
C -2.464967 -0.298547 -3.326207 0.39 -1.72 0.44
O -2.866248 -1.663753 -3.219991 0.19 1.24 0.72
H -1.822925 1.549034 -2.362453 0.48 0.29 -0.49
H -3.129129 0.876759 -1.556782 -0.62 -0.46 0.28
H -1.570969 -0.297123 -3.949808 1.17 0.19 0.16
H -3.088526 0.282743 -4.005450 -1.15 0.36 0.11
C -3.176861 0.277648 5.549868 -0.90 0.66 1.86
O -3.471533 0.106022 6.722096 -0.15 -0.29 0.05
N -4.013819 0.687395 4.601964 -2.04 1.05 -2.20
N -1.947330 0.155222 5.087519 3.26 -0.78 -0.43
H -4.889800 1.150379 4.797964 0.22 -0.42 0.49
H -3.622831 0.988984 3.720903 -0.11 -0.16 0.10
H -1.670102 0.363793 4.138970 -0.13 -0.16 0.33
H -1.249559 -0.165962 5.743295 -0.14 0.09 -0.28
C 4.686661 -6.189890 1.707887 0.24 0.24 -0.14
O 3.554556 -6.938243 2.059385 -0.87 -0.27 0.18
C 2.519685 -6.203876 2.717909 0.56 1.37 -1.21
C 1.769861 -5.184111 1.766812 0.53 -1.01 0.28
N 1.143447 -5.778740 0.568659 -0.74 0.61 1.78
C 0.329755 -6.972021 0.892494 -0.59 0.37 -1.43
C -0.850316 -6.799615 1.892599 1.27 0.95 -0.03
O -1.349515 -5.457204 1.876906 0.83 -0.85 -1.47
C -2.467667 -5.298829 2.668073 -0.65 0.97 1.01
H 5.418983 -6.863791 1.263294 -0.09 -0.09 0.18
H 5.127768 -5.682654 2.565936 0.10 -0.09 0.32
H 4.503256 -5.408177 0.970741 -0.35 0.07 -0.22
H 2.973898 -5.573933 3.482747 0.07 0.01 0.39
H 1.832243 -6.889111 3.213855 0.15 -0.18 -0.30
H 2.422279 -4.368432 1.455158 0.33 -0.23 -0.12
H 1.057296 -4.678015 2.418124 -0.53 -0.19 -0.21
H 1.831997 -6.009219 -0.133392 0.10 -0.16 0.14
H 0.945419 -7.823714 1.181762 -0.03 -0.11 0.32
H -0.084762 -7.208633 -0.087456 -0.23 -0.41 0.02
H -0.444679 -7.015292 2.881055 -0.21 0.02 0.40
H -1.659369 -7.504333 1.700503 0.05 -0.12 -0.22
H -2.169291 -5.261345 3.715765 -0.14 -0.35 0.34
H -3.257469 -6.035350 2.520224 0.08 -0.25 -0.12
H -2.883719 -4.310944 2.470344 -0.08 -0.01 -0.19
C 2.895104 4.570317 -2.063121 -1.05 -0.09 1.07
O 2.549462 4.725918 -0.674180 0.13 0.25 -1.14
C 2.592305 6.115835 -0.308655 0.41 -1.13 2.55
C 1.879243 6.133865 1.052711 1.08 -1.44 -0.33
N 2.565480 5.168664 2.041916 -0.66 1.78 -2.15
C 1.784820 5.093664 3.231282 0.16 -1.06 0.19
C 2.607517 4.343526 4.269296 -0.21 1.37 0.53
O 3.744266 5.182651 4.632454 -0.32 -0.44 -0.69
C 3.466139 6.210670 5.598085 -0.23 -1.47 -0.11
H 2.884278 3.506592 -2.300774 0.33 -0.11 0.03
H 3.875930 5.016252 -2.228132 -0.17 0.07 -0.54
H 2.027572 4.978952 -2.581286 0.59 0.39 -0.79
H 2.156313 6.876582 -0.956172 -0.20 -0.56 -0.59
H 3.636923 6.352515 -0.106550 0.28 0.31 -0.39
H 0.907276 5.694647 0.828037 -0.23 0.10 0.40
H 1.742557 7.174385 1.347213 0.12 0.01 0.62
H 3.475031 5.495302 2.335373 0.32 0.42 -0.36
H 0.894825 4.533109 2.945302 -0.40 0.10 0.53
H 1.530777 6.079721 3.620207 -0.37 0.08 0.19
H 2.972373 3.382639 3.906412 0.27 0.23 -0.14
H 1.935113 4.138407 5.102293 0.27 0.04 0.54
H 2.538483 6.737218 5.373817 0.00 0.11 0.06
H 4.300315 6.910016 5.654432 -0.02 -0.22 -0.17
H 3.373733 5.631378 6.516776 -0.17 0.67 0.56
C 5.792173 -2.895446 -7.630856 -1.30 0.71 -0.51
O 5.360038 -3.992757 -6.858881 -0.78 -0.19 0.61
C 3.901834 -4.148565 -6.846640 -0.03 0.23 1.08
C 3.342099 -4.547585 -5.410789 2.41 -1.15 -1.90
N 4.110597 -5.793029 -5.015937 -1.21 0.28 0.16
C 3.566092 -7.055432 -5.576937 -0.02 -0.49 0.87
C 3.991275 -8.373462 -4.786901 0.38 1.66 -1.55
O 5.384909 -8.532739 -5.128201 -1.71 -0.23 0.14
C 6.042034 -9.470851 -4.328965 0.86 0.79 0.22
H 6.830436 -2.917971 -7.961934 -0.09 -0.57 0.30
H 5.599924 -1.934005 -7.154680 0.29 0.11 0.70
H 5.122025 -2.799319 -8.485112 0.32 -0.28 -0.65
H 3.662031 -4.941043 -7.555557 -0.13 0.08 -0.13
H 3.402975 -3.217640 -7.116138 0.16 0.12 -0.35
H 2.272933 -4.732908 -5.513996 0.04 0.11 0.31
H 3.607232 -3.735690 -4.733556 -0.35 -0.12 0.19
H 5.002887 -5.604009 -5.449746 0.45 -0.45 0.33
H 3.846917 -7.164283 -6.624502 0.28 -0.39 -0.09
H 2.477428 -7.013442 -5.610592 -0.15 0.13 0.35
H 3.373134 -9.222205 -5.079507 0.13 -0.23 -0.75
H 3.783557 -8.344552 -3.717259 0.57 0.69 0.34
H 5.902175 -9.166569 -3.291692 0.06 -0.38 0.36
H 7.090427 -9.315395 -4.583528 0.14 -0.39 0.18
H 5.781055 -10.518791 -4.476658 -0.33 -0.04 -0.15
C -4.035881 7.007329 6.958855 1.17 -0.13 -0.66
O -2.901307 7.701755 6.334393 -1.27 -1.05 0.15
C -2.967903 9.118558 6.333360 -0.75 -0.10 -0.95
C -4.092980 9.704300 5.425238 0.92 -1.16 0.47
N -3.895986 9.286456 4.035531 -0.20 -1.04 -0.42
C -5.071795 9.541862 3.195392 -0.44 0.81 -0.18
C -5.336686 8.570656 2.013792 0.96 -1.81 1.84
O -5.389662 7.166857 2.575827 0.09 1.84 -0.70
C -6.005550 6.235741 1.696284 -0.01 0.23 0.56
H -5.005840 7.236835 6.517716 -0.02 0.76 0.36
H -3.949646 7.058082 8.044257 -0.44 0.58 0.05
H -3.982996 5.938681 6.750810 0.73 -0.01 -0.29
H -2.032920 9.445765 5.878567 0.20 0.01 0.41
H -3.101246 9.462624 7.359001 0.12 0.35 0.08
H -4.033985 10.786090 5.545060 -0.31 0.06 -0.18
H -5.023801 9.289547 5.812096 -0.50 0.46 0.09
H -3.883314 8.276617 4.022588 0.69 -0.44 0.50
H -4.859497 10.538424 2.808209 -0.71 0.17 -0.46
H -5.947651 9.590785 3.842374 -0.43 0.02 -0.11
H -4.465032 8.652645 1.364494 -0.11 -0.28 -0.40
H -6.272201 8.692394 1.467825 0.07 0.62 0.16
H -5.957613 5.272796 2.204755 0.29 -0.07 -0.26
H -5.536846 6.216419 0.712390 0.18 -0.17 -0.02
H -7.069509 6.433105 1.565420 -0.20 0.32 -0.07
O -2.768158 -3.920180 -8.426978 0.09 0.08 -0.25
H -2.799471 -3.672287 -7.502963 -0.04 0.18 0.30
H -2.836990 -4.874884 -8.421791 -0.04 -0.24 -0.01
O -3.326837 -7.168024 -4.801962 0.18 -0.17 -0.13
H -3.181908 -6.267558 -4.511440 0.03 0.33 0.03
H -3.999305 -7.505755 -4.210393 -0.21 -0.10 0.10
O -1.421231 1.797298 -9.124479 -0.05 0.24 -0.09
H -0.790883 1.365247 -9.700875 0.12 -0.11 -0.17
H -1.383036 1.297116 -8.309263 -0.08 -0.14 0.27
O -7.528251 -3.660586 -3.349891 -0.27 -0.27 -0.06
H -7.627659 -3.065957 -2.606410 0.02 0.19 0.14
H -6.584980 -3.688805 -3.510173 0.32 0.13 -0.09
```
Positions in Å, forces in eV/Å.

**Relative energy (zero: lowest compared OMol25 entry of this formula, charge and spin)**: 1185.09 kJ/mol
**Multiplicity**: 1
**Frontier orbital gap**: 2.95 eV
**Charge**: 0

Löwdin atomic charge list, values in e, 2 entries: atom 1 (Li): 0.7490, atom 2 (Li): 0.7613